# 1
This record from OMol25 describes C3H9N5 in the gas phase at a distorted geometry. The level of theory is ωB97M-V/def2-TZVPD.

For the molar mass, the calculation gives 115.1 g mol⁻¹. The energy above the lowest of the compared OMol25 structures with the same formula, charge and spin is 64.8 kcal per mole. Its SMILES is [H]/N=C(\NN)N/N=C/C. As for the spin multiplicity: 1. The calculation puts the HOMO-LUMO gap at 9.565 eV. For the electronic energy, the calculation gives -10705.238 eV. As for the largest force on an atom: 3.3 eV/Å.

Geometry as XYZ:
```
17
Properties=species:S:1:pos:R:3:forces:R:3:mulliken_charge:R:1
H -3.384 -0.030 1.837 1.032 0.114 -0.120 0.214
N -2.355 0.082 1.933 -0.116 -0.484 -0.940 -0.701
C -1.723 -0.098 0.823 1.316 0.691 -0.245 0.413
N -2.219 -0.110 -0.463 -0.450 0.333 0.453 -0.035
N -1.689 -0.789 -1.587 1.409 0.272 0.848 -0.694
N -0.279 -0.185 0.880 -2.959 -0.989 0.933 -0.032
N 0.576 0.259 -0.038 2.425 0.519 0.142 -0.469
C 1.832 0.193 0.295 -0.157 -0.453 -0.947 -0.023
C 2.928 0.726 -0.634 -1.351 0.171 1.086 -0.929
H -3.181 0.142 -0.558 -0.274 -0.032 -0.044 0.201
H -0.728 -0.408 -1.666 -0.729 -0.097 -0.438 0.355
H -1.509 -1.732 -1.260 -0.176 -0.430 -0.273 0.244
H 0.012 -0.246 1.831 0.381 -0.072 0.665 0.306
H 2.220 -0.375 1.190 -0.843 0.806 -0.486 0.326
H 3.278 1.693 -0.232 0.210 -0.513 -0.254 0.242
H 3.709 -0.003 -0.743 0.610 -0.144 0.226 0.311
H 2.513 0.881 -1.608 -0.329 0.309 -0.606 0.273
```
Forces are in eV/Å.

# 2
This record from OMol25 describes a gas-phase ion, C3H9N5 (charge +2) at a distorted geometry. The level of theory is ωB97M-V/def2-TZVPD.

As for the net charge: +2. For the molar mass, the calculation gives 115.1 g mol⁻¹. The energy above the lowest of the compared OMol25 structures with the same formula, charge and spin is 59.0 kcal per mole. Its SMILES is [NH3+]C1N=CN([NH3+])C=N1. As for the spin multiplicity: 1. The calculation puts the HOMO-LUMO gap at 11.252 eV. For the electronic energy, the calculation gives -10687.438 eV. As for the largest force on an atom: 3.9 eV/Å.

Geometry as XYZ:
```
17
Properties=species:S:1:pos:R:3:forces:R:3:mulliken_charge:R:1
N 2.115 -1.740 0.605 -0.260 -1.819 -2.087 -0.234
C 0.889 -0.908 0.700 -1.831 0.397 -2.360 0.131
N -0.065 -1.461 -0.327 -0.885 1.413 -0.336 -0.411
C -0.997 -0.682 -0.691 2.533 1.612 2.491 -0.152
N -1.047 0.734 -0.061 -0.186 -3.378 -0.521 0.016
N -2.004 1.641 -0.541 -0.435 0.575 -3.870 -0.412
C 0.233 1.184 0.119 1.767 1.798 0.888 -0.127
N 1.233 0.480 0.460 -0.533 -0.881 -0.574 -0.492
H 2.775 -1.116 0.181 1.185 0.605 -0.162 0.402
H 2.125 -2.621 -0.077 -0.836 2.061 1.655 0.436
H 2.464 -2.054 1.484 0.452 -0.266 1.138 0.364
H 0.379 -0.867 1.624 -0.091 -1.038 1.514 0.404
H -1.643 -0.666 -1.507 -1.221 -1.186 -1.321 0.439
H -2.988 1.321 -0.526 0.379 -0.652 0.231 0.400
H -1.878 2.080 -1.562 0.106 -1.250 2.057 0.435
H -2.008 2.419 0.051 0.053 1.942 1.580 0.378
H 0.417 2.257 0.067 -0.198 0.067 -0.324 0.424
```
Forces are in eV/Å.

# 3
This record from OMol25 describes C3H9N5O in the gas phase at a distorted geometry. The level of theory is ωB97M-V/def2-TZVPD.

For the molar mass, the calculation gives 131.1 g mol⁻¹. The energy above the lowest of the compared OMol25 structures with the same formula, charge and spin is 95.7 kcal per mole. As for the spin multiplicity: 1. The calculation puts the HOMO-LUMO gap at 7.024 eV. For the electronic energy, the calculation gives -12750.540 eV. As for the largest force on an atom: 1.0 eV/Å.

Geometry as XYZ:
```
18
Properties=species:S:1:pos:R:3:forces:R:3:mulliken_charge:R:1
C 0.501 0.470 1.282 -0.462 -0.752 -0.474 -0.979
C 0.695 -0.574 -0.010 0.175 0.005 0.714 0.857
C -0.836 0.827 0.728 0.041 0.546 -0.651 0.468
N -1.798 0.128 -1.342 -0.045 0.360 0.270 -0.804
N 0.731 -1.924 0.358 0.186 0.232 -0.083 -0.549
N -1.650 1.851 1.012 -0.030 -0.162 -0.019 -0.405
O 2.483 -1.001 -1.371 -0.325 -0.102 0.046 -0.487
N 1.325 -0.129 -1.095 0.403 0.222 -0.063 -0.719
N -0.935 -0.020 -0.246 -0.103 0.107 0.142 0.156
H 2.707 -0.725 -2.264 -0.089 -0.035 0.073 0.327
H -2.089 -0.803 -1.614 0.036 0.005 -0.077 0.259
H -1.226 0.515 -2.099 -0.057 -0.228 0.150 0.264
H 0.802 -2.112 1.346 0.137 -0.011 -0.141 0.207
H 1.376 -2.442 -0.222 0.031 -0.024 0.113 0.273
H -2.407 2.054 0.375 0.040 -0.050 0.093 0.247
H -1.369 2.549 1.676 -0.034 -0.057 -0.053 0.226
H 0.459 0.067 2.297 0.131 -0.013 -0.021 0.328
H 1.233 1.269 1.189 -0.037 -0.044 -0.018 0.330
```
Forces are in eV/Å.

# 4
This record from OMol25 describes 2 unconnected molecules or ions with the total composition C3H9NO at a distorted geometry. The level of theory is ωB97M-V/def2-TZVPD.

As for the net charge: -1. For the molar mass, the calculation gives 75.1 g mol⁻¹. The energy above the lowest of the compared OMol25 structures with the same formula, charge and spin is 30.9 kcal per mole. As for the spin multiplicity: 2. The calculation puts the HOMO-LUMO gap (spin up / spin down) at 2.499 / 6.124 eV. As for the expectation value of S²: 0.753. For the electronic energy, the calculation gives -6791.607 eV. As for the largest force on an atom: 5.6 eV/Å.

Geometry as XYZ:
```
14
Properties=species:S:1:pos:R:3:forces:R:3:mulliken_charge:R:1
O -1.788 -1.735 -2.244 -4.383 2.835 -1.036 -0.730
C -0.762 -2.267 -1.911 4.739 -2.520 1.668 -0.686
H -0.547 -3.283 -2.242 0.212 -0.972 -0.454 0.267
H -0.080 -2.052 -1.039 -0.643 0.590 -0.216 0.210
C -0.624 1.642 0.718 -0.437 -1.191 -0.819 -0.950
C 0.500 0.641 1.193 -0.638 1.756 1.885 -0.549
N 1.209 0.030 0.137 1.204 0.551 -2.300 -0.481
H -1.073 2.346 1.436 0.526 -0.620 0.411 0.336
H -1.459 0.981 0.351 0.719 0.839 -0.021 0.211
H -0.301 2.312 -0.105 0.076 -0.663 0.165 0.285
H 0.052 -0.090 1.874 0.001 -0.036 -0.223 0.379
H 1.251 1.196 1.763 -0.316 0.421 0.818 0.282
H 1.993 -0.570 0.436 -0.791 0.462 -0.025 0.191
H 1.630 0.849 -0.367 -0.270 -1.451 0.147 0.235
```
Forces are in eV/Å.

# 5
This record from OMol25 describes C3H9NO in the gas phase at a distorted geometry. The level of theory is ωB97M-V/def2-TZVPD.

For the molar mass, the calculation gives 75.1 g mol⁻¹. The energy above the lowest of the compared OMol25 structures with the same formula, charge and spin is 49.3 kcal per mole. Its SMILES is CCNCO. As for the spin multiplicity: 1. The calculation puts the HOMO-LUMO gap at 10.137 eV. For the electronic energy, the calculation gives -6792.919 eV. As for the largest force on an atom: 3.3 eV/Å.

Geometry as XYZ:
```
14
Properties=species:S:1:pos:R:3:forces:R:3:mulliken_charge:R:1
C -1.098 -1.686 0.563 -1.990 -0.260 1.195 -1.100
C -0.427 -0.559 -0.249 0.633 -0.243 -1.353 -0.319
N 0.245 0.531 0.439 0.588 1.467 1.758 -0.321
C 0.761 1.561 -0.484 -2.269 1.333 -0.529 -0.290
O 2.139 1.865 -0.429 -0.110 -2.504 2.203 -0.517
H -1.460 -2.535 -0.078 0.552 0.957 0.248 0.308
H -2.036 -1.386 1.139 0.901 0.187 -1.013 0.302
H -0.559 -2.174 1.415 0.513 0.703 -1.073 0.310
H 0.409 -1.025 -0.775 -0.029 -0.487 -0.145 0.286
H -0.978 -0.102 -1.145 -0.423 -0.994 1.466 0.286
H -0.161 0.876 1.335 0.255 -0.399 -1.368 0.209
H 0.221 2.607 -0.361 0.634 -2.226 -0.619 0.232
H 0.651 1.022 -1.440 -0.633 1.064 -0.200 0.301
H 2.292 1.005 0.071 1.377 1.403 -0.569 0.312
```
Forces are in eV/Å.

# 6
This record from OMol25 describes 2 unconnected molecules or ions with the total composition C3H9NO at a distorted geometry. The level of theory is ωB97M-V/def2-TZVPD.

For the molar mass, the calculation gives 75.1 g mol⁻¹. The energy above the lowest of the compared OMol25 structures with the same formula, charge and spin is 82.2 kcal per mole. Its SMILES is C=CNC.O. As for the spin multiplicity: 1. The calculation puts the HOMO-LUMO gap at 7.635 eV. For the electronic energy, the calculation gives -6791.492 eV. As for the largest force on an atom: 1.6 eV/Å.

Geometry as XYZ:
```
14
Properties=species:S:1:pos:R:3:forces:R:3:mulliken_charge:R:1
C -2.283 -0.476 -0.929 0.783 1.045 0.234 -0.872
C -1.140 0.301 -0.789 -0.334 -0.708 -0.426 -0.114
N 0.083 -0.286 -0.947 -0.128 0.359 0.118 -0.358
C 1.262 0.535 -0.645 -0.943 -0.264 -1.078 -0.934
H -2.435 -0.818 -1.946 0.144 -1.526 0.540 0.268
H -3.004 -0.453 -0.124 -0.920 0.831 -0.856 0.273
H -1.107 1.391 -0.731 -0.065 0.027 1.410 0.351
H 0.048 -1.181 -0.490 0.244 -0.159 -0.344 0.393
H 1.245 1.278 -1.441 0.745 0.184 0.123 0.361
H 2.126 -0.118 -0.711 0.272 0.327 0.072 0.335
H 1.158 1.046 0.311 0.183 -0.117 0.206 0.306
O 1.011 -0.472 3.026 0.427 0.138 -0.315 -0.637
H 1.635 0.264 3.089 -0.221 -0.067 0.158 0.317
H 1.401 -1.011 2.326 -0.188 -0.070 0.159 0.310
```
Forces are in eV/Å.